Record 1
This record from OMol25 describes C32H62CuF3O16S7 as an isolated structure at a distorted geometry. The level of theory is wB97M-V/def2-TZVPD.

As for the expectation value of S²: 0.754. As for the total energy: -7186.9373 a.u. Its maximum force is 4.45 eV Å⁻¹. The calculation puts the gap between HOMO and LUMO (alpha / beta) at 3.84 / 3.84 eV. As for the charge: +1. The multiplicity is 2.

```
121
Properties=species:S:1:pos:R:3:forces:R:3:lowdin_charge:R:1
Cu -22.8193 19.3613 15.5881 0.1 -0.1 -0.1 0.992
S -14.0976 24.0861 6.0336 3.7 2.2 -1.2 0.706
S -31.3191 16.6472 5.4225 -2.7 1.5 1.0 0.760
S -28.6186 18.6030 13.1024 -0.6 -0.5 0.1 0.787
S -21.4935 13.2801 1.5350 1.8 -2.0 -1.5 0.707
S -28.4372 25.6091 0.4313 0.7 2.8 -3.0 0.732
S -14.3044 26.7367 15.1736 -0.9 1.2 -2.4 0.731
S -16.6716 18.0998 15.4486 -0.6 1.2 1.6 0.717
F -20.9548 24.1947 10.8306 -0.4 0.2 3.7 0.172
F -19.9518 22.7544 9.6610 1.7 -1.5 -0.3 0.187
F -20.9928 24.3963 8.8750 -1.5 -0.3 -2.9 0.177
O -28.7559 26.5677 1.4884 -0.5 -1.8 0.0 -0.350
O -29.4106 25.2088 -0.6121 1.0 -0.2 2.4 -0.348
O -27.3499 18.7430 13.8668 -1.2 -0.5 -1.3 -0.426
O -13.0210 23.7766 5.0729 -2.0 -0.5 0.7 -0.363
O -14.4353 26.2346 13.7653 0.2 0.9 3.0 -0.374
O -22.9163 21.8186 8.8547 1.6 1.2 -1.3 -0.085
O -18.1405 18.0390 15.5492 0.9 0.5 -0.4 -0.397
O -29.0357 17.2442 12.5740 1.0 3.9 1.3 -0.373
O -14.5210 23.1511 7.0303 -0.6 -0.3 -0.1 -0.322
O -22.1020 21.2369 10.7945 1.2 2.1 -0.3 0.114
O -20.3651 14.2147 1.4888 -1.4 -0.8 0.2 -0.350
O -15.9275 19.0557 16.3241 -1.5 -1.5 -2.2 -0.356
O -21.9427 12.6988 2.7904 0.0 1.0 -0.7 -0.347
O -30.8579 16.8741 4.0406 0.0 0.0 2.2 -0.348
O -13.4079 26.1059 16.1142 -0.4 -0.1 -0.4 -0.345
O -31.7076 17.7617 6.3696 1.2 -2.0 -2.5 -0.386
C -30.1211 20.8788 13.7094 -0.4 -0.9 -2.6 -0.200
C -27.2370 24.3377 0.9031 -0.7 -0.9 1.2 -0.241
C -21.1363 11.7527 0.3818 -0.7 1.0 0.3 -0.158
C -14.5970 26.5222 6.8933 -1.2 0.2 -1.7 -0.232
C -23.1106 20.6715 6.8061 0.7 0.9 0.9 -0.062
C -15.4780 16.7388 13.4121 -0.5 1.6 0.0 -0.195
C -26.1328 24.3636 -0.1224 0.4 0.1 0.0 -0.234
C -32.7168 15.4373 5.2829 -1.4 3.4 -1.3 -0.250
C -30.3616 15.5033 6.4173 -0.2 -0.1 0.7 -0.209
C -13.3811 25.6366 6.8428 -0.4 -0.2 -0.2 -0.223
C -22.8044 13.8852 0.4887 -2.2 -1.2 0.3 -0.253
C -15.9988 27.0271 15.9586 1.8 1.1 0.5 -0.173
C -15.1645 26.4882 5.3805 0.9 -1.5 1.4 -0.171
C -28.6866 20.0653 11.8644 0.7 -0.6 0.3 -0.209
C -22.7553 13.1682 -0.9119 2.7 2.4 1.0 -0.216
C -13.9409 28.6013 15.1030 -1.9 -1.0 1.0 -0.180
C -27.1379 26.5149 -0.5165 0.1 -1.2 -0.6 -0.216
C -15.4953 24.9381 5.1655 0.5 1.1 1.0 -0.195
C -22.2588 22.3964 9.9766 -1.7 -1.3 -0.7 -0.277
C -16.0656 16.4850 15.8488 0.6 0.2 -0.9 -0.237
C -32.4990 14.3283 6.1888 -0.9 -1.6 -0.5 -0.276
C -21.0502 23.4379 9.7793 0.0 -0.6 0.1 -0.642
C -15.3378 29.2347 14.8586 1.8 -0.6 -1.9 -0.253
C -25.7687 25.8317 -0.2661 -0.4 1.0 -0.8 -0.217
C -29.8915 19.4627 14.2566 1.5 -0.3 -0.2 -0.193
C -31.0517 14.0999 6.2320 2.7 -0.4 -0.2 -0.212
C -16.1879 18.1364 13.6428 0.9 -0.2 1.4 -0.174
C -30.0255 20.7905 12.1366 0.9 -1.8 0.2 -0.206
C -15.9279 15.7587 14.4919 0.0 -0.1 0.5 -0.214
C -16.4020 28.5199 15.6069 -1.9 -1.8 0.4 -0.229
C -22.3218 11.7140 -0.6644 -0.1 1.0 1.0 -0.194
C -22.1641 21.5906 7.6001 0.2 -0.4 -1.3 -0.229
H -27.7948 20.6299 12.1364 -0.2 0.3 0.6 0.082
H -30.1008 21.7179 11.5689 0.0 0.1 0.4 0.117
H -32.7818 15.3266 4.2005 0.7 -1.2 -0.1 0.105
H -20.1390 11.8570 -0.0455 -0.2 0.5 -0.3 0.088
H -14.4282 27.5671 7.1535 0.1 -0.2 0.3 0.111
H -23.1587 19.9688 7.6380 -1.9 -0.7 -0.7 0.084
H -25.1797 26.2404 0.5549 -0.3 -0.2 0.3 0.114
H -23.8666 21.3949 6.5007 -1.1 -0.9 0.7 0.081
H -30.6835 13.6552 5.3074 -0.1 0.1 -0.2 0.121
H -26.4884 23.9321 -1.0580 -0.1 0.2 -0.2 0.123
H -26.9144 24.7008 1.8789 0.3 0.1 0.0 0.104
H -16.0319 27.1376 5.2625 0.1 -0.2 -0.1 0.103
H -29.2872 21.5460 13.9273 -0.5 0.2 0.9 0.114
H -12.7722 25.4527 7.7280 -0.9 -0.6 0.5 0.103
H -30.8481 13.3351 6.9815 0.6 0.5 0.4 0.118
H -30.5493 15.8734 7.4252 -0.3 0.0 0.1 0.095
H -13.7735 28.8553 16.1498 1.3 -0.1 -0.1 0.097
H -13.1880 28.7868 14.3370 0.0 0.1 0.5 0.104
H -21.9077 13.7289 -1.3059 0.2 -0.3 -1.1 0.104
H -15.4023 26.0609 7.4649 0.1 0.3 0.6 0.103
H -25.2733 23.7521 0.1524 -0.1 0.0 0.4 0.119
H -27.6396 23.3392 1.0733 -0.4 0.2 -0.2 0.109
H -16.3830 24.7201 5.7593 0.0 -0.1 -0.1 0.087
H -16.6584 26.1637 15.8712 -0.1 0.4 -0.6 0.096
H -15.1152 16.7710 16.2994 0.2 -0.6 0.1 0.103
H -23.6116 13.4348 -1.5315 -0.1 -0.6 0.3 0.117
H -15.2179 14.9384 14.5974 -0.1 -0.1 -0.1 0.116
H -23.2287 11.3096 -0.2147 0.3 -0.9 0.0 0.108
H -27.3504 26.1973 -1.5374 -0.3 0.3 -0.1 0.090
H -33.0320 13.5427 5.6534 0.2 -0.8 0.5 0.131
H -32.9212 14.3607 7.1932 -0.2 0.7 -0.1 0.134
H -22.8535 20.1757 5.8700 1.0 0.2 0.3 0.082
H -23.0185 22.9696 10.5081 -0.2 0.2 0.2 0.162
H -23.7196 13.4437 0.8830 -0.1 0.2 0.8 0.093
H -22.0661 11.2320 -1.6080 0.0 -0.2 0.3 0.111
H -12.6230 26.1037 6.2141 -0.3 -0.4 -0.8 0.096
H -16.7674 29.0407 16.4920 0.5 -0.1 0.3 0.109
H -30.7846 20.0925 11.7836 -0.4 0.2 -0.1 0.113
H -29.2939 19.5551 15.1635 -0.1 -0.4 0.1 0.082
H -15.5164 29.0023 13.8088 -0.2 0.6 -0.3 0.109
H -21.2199 21.0591 7.7184 0.1 0.3 0.7 0.123
H -17.0400 18.4525 13.0412 -0.1 -0.5 0.2 0.095
H -29.3166 15.7760 6.2693 0.2 -1.0 -0.5 0.103
H -22.9088 14.9645 0.5996 0.3 -0.1 -0.6 0.105
H -21.0242 10.9128 1.0674 -0.6 0.0 -0.1 0.083
H -14.4172 16.9833 13.4691 0.1 -0.4 0.1 0.114
H -16.8982 15.3583 14.1978 0.0 -0.2 0.1 0.116
H -15.4380 18.9273 13.6312 -0.1 0.1 -0.2 0.090
H -33.7308 15.8159 5.4117 0.2 1.1 0.6 0.114
H -14.3114 26.8219 4.7899 -0.4 -0.1 -0.5 0.103
H -17.2880 28.5156 14.9720 -0.1 -0.2 -0.1 0.106
H -16.7318 16.0176 16.5740 0.1 0.1 -0.1 0.111
H -31.1521 21.1846 13.8876 0.4 0.6 0.7 0.116
H -25.1875 26.0287 -1.1669 0.2 -0.2 0.0 0.110
H -22.0253 22.4727 6.9749 0.2 0.6 0.8 0.115
H -15.3378 30.3125 15.0212 0.1 -0.1 -0.1 0.120
H -30.7301 18.7916 14.4423 -0.2 0.3 -0.4 0.101
H -15.6826 27.0700 17.0008 0.0 -0.3 0.1 0.081
H -28.4012 19.7705 10.8546 -0.8 -0.5 -0.1 0.097
H -27.2782 27.5943 -0.4604 0.2 -0.2 0.4 0.105
H -15.6896 16.3896 12.4015 0.0 -0.1 0.1 0.113
H -15.6072 24.5425 4.1560 0.3 0.2 0.1 0.095
```
Positions in Å, forces in eV/Å.

Record 2
This record from OMol25 describes C32H63AsCoN12PSSi2 as an isolated structure. The level of theory is wB97M-V/def2-TZVPD.

As for the expectation value of S²: 3.847. As for the total energy: -6851.0684 a.u. Its maximum force is 0.85 eV Å⁻¹. The calculation puts the gap between HOMO and LUMO (alpha / beta) at 5.88 / 6.59 eV. As for the charge: +1. The multiplicity is 4.

```
113
Properties=species:S:1:pos:R:3:forces:R:3:lowdin_charge:R:1
As 0.0592 -1.2790 -1.7247 0.4 0.5 -0.4 1.093
Co -0.6451 0.3304 0.1219 -0.4 0.3 0.6 -0.002
S -0.2089 1.8129 3.5236 0.1 -0.1 -0.1 0.602
P -0.4484 2.4515 -0.6209 0.3 0.4 -0.1 1.004
Si 1.2416 -3.3356 -2.0655 -0.1 -0.3 0.3 0.359
Si -1.2289 -1.2013 -3.7395 -0.3 -0.1 -0.2 0.360
N -2.6589 -0.1988 -0.8295 -0.5 0.0 -0.4 0.117
N -4.1793 -2.0173 -0.1157 0.1 0.0 0.0 -0.176
N 1.1895 4.5294 -1.5440 0.0 0.0 0.0 -0.138
N -1.9116 -1.3426 3.9281 0.1 0.1 0.0 -0.035
N -1.2001 4.9551 -1.6371 0.0 0.0 0.0 -0.143
N -0.0333 5.0275 0.4920 0.0 -0.1 -0.1 -0.060
N -1.8477 -0.2237 1.8333 0.5 -0.7 0.0 -0.027
N 2.3504 2.1745 3.8705 0.0 0.0 -0.3 -0.055
N 1.4795 -0.0579 -2.1646 0.2 0.1 -0.2 -0.270
N 1.4767 0.5022 0.8167 0.3 0.0 0.0 -0.027
N -0.1838 -1.7272 2.4027 -0.3 0.0 0.2 0.077
N 1.9984 1.0431 1.9646 0.5 0.0 -0.2 -0.044
C -0.0489 -4.6350 -1.6647 -0.2 0.0 -0.1 -0.218
C 0.7436 -2.1504 3.4506 -0.1 0.0 0.0 -0.187
C -1.6388 3.5486 -1.5505 0.1 -0.1 0.1 -0.276
C -1.0983 -1.8685 5.0273 -0.1 0.0 0.0 -0.156
C -3.9268 -0.2080 3.1732 0.0 0.0 0.0 -0.154
C 1.9706 -3.6064 -3.7599 0.0 0.1 -0.2 -0.199
C 3.8257 -0.3780 0.8167 -0.1 0.1 0.0 -0.056
C 2.5999 -0.1263 -1.3043 -0.2 0.0 0.0 -0.291
C 3.8728 -0.2508 -1.9542 0.1 0.0 -0.1 -0.044
C 2.8881 0.3626 -4.0690 0.2 0.0 0.0 -0.078
C 1.6758 0.2860 -3.4954 -0.1 -0.1 0.2 -0.222
C 2.5359 -0.0106 0.1029 -0.1 0.1 0.1 -0.294
C -0.0542 -2.8455 4.5304 -0.1 0.0 -0.1 -0.159
C 0.0870 5.0905 -2.3235 0.0 -0.1 0.2 -0.154
C -3.0718 -0.5758 4.3661 0.1 0.0 0.0 -0.163
C -1.3362 -1.0281 2.7244 0.0 0.0 0.0 -0.435
C -3.5211 -3.1685 0.5206 0.0 0.2 -0.1 -0.024
C -2.0406 0.4644 -4.0351 0.1 0.2 0.2 -0.217
C -1.1517 5.6059 -0.3709 0.0 -0.2 -0.2 -0.113
C -3.4082 -1.0365 -0.5539 -0.2 -0.2 0.2 -0.299
C 1.1046 3.0589 -1.4553 -0.1 0.1 0.1 -0.270
C 1.4262 1.6214 3.0017 0.0 -0.4 0.1 -0.854
C -0.3211 -1.5905 -5.3428 0.2 -0.1 0.0 -0.202
C 3.7975 2.1223 3.7400 -0.1 -0.2 0.1 -0.262
C -2.5156 -2.5435 -3.4301 0.0 0.0 0.2 -0.213
C -5.5145 -2.2144 -0.6820 0.1 0.0 0.0 -0.029
C 1.2831 5.1675 -0.2763 -0.1 -0.2 -0.2 -0.104
C 4.0292 -0.0110 -3.2819 -0.1 0.0 0.0 -0.065
C 2.6006 -3.4599 -0.7875 0.0 0.1 0.1 -0.203
C -3.0423 0.5274 2.1829 0.1 0.1 0.0 -0.261
C -0.2941 3.5895 0.8437 0.0 -0.2 -0.2 -0.279
C 4.4414 1.0716 4.6375 0.0 0.0 0.0 -0.089
H 0.5252 3.2381 1.4632 0.0 0.0 0.1 0.034
H 2.2892 -3.0251 0.1688 0.1 -0.1 -0.1 0.021
H 2.8480 -4.5146 -0.6192 0.0 0.1 -0.1 0.044
H -4.3382 -1.1143 2.7156 0.0 0.0 0.0 0.105
H -0.8297 -4.6897 -2.4318 0.1 0.0 0.1 0.014
H -1.1934 3.5318 1.4523 0.0 0.1 0.1 0.071
H 0.4164 -5.6235 -1.5844 0.0 0.1 0.0 0.041
H 2.7309 -4.3915 -3.6919 -0.1 0.0 0.0 0.044
H 4.2492 -1.2891 0.3846 -0.1 0.1 0.1 0.063
H 0.0328 4.5712 -3.2781 0.0 0.0 0.0 0.136
H 0.0300 5.5574 1.3606 0.0 0.0 0.1 0.184
H 4.2078 3.1069 3.9775 0.0 0.0 0.0 0.107
H 3.5070 -2.9457 -1.1190 -0.1 0.0 0.1 0.025
H -2.8666 0.3304 -4.7433 0.1 0.0 0.1 0.043
H 1.9608 2.4499 4.7546 -0.1 0.1 0.0 0.084
H 0.7151 -1.8993 -5.1916 -0.2 0.1 -0.1 -0.006
H -2.5720 -2.8509 0.9512 0.0 0.1 0.0 0.078
H -4.7586 0.4235 3.4907 0.0 0.0 0.0 0.118
H -2.4352 0.9054 -3.1195 0.0 0.0 0.0 -0.010
H -4.1599 -3.5449 1.3180 0.0 0.0 0.0 0.093
H 0.7732 0.5009 -4.0569 0.0 0.0 0.0 0.068
H -3.3456 -3.9712 -0.2005 0.0 0.0 0.0 0.085
H -1.3320 1.1681 -4.4903 -0.1 -0.1 0.1 0.024
H -0.5276 -4.4064 -0.7051 0.0 -0.1 -0.1 0.022
H 2.9889 0.6661 -5.1021 0.0 0.0 0.0 0.107
H 2.4593 -2.7026 -4.1382 0.0 -0.1 0.0 0.022
H 4.5790 0.4125 0.7503 0.0 0.0 0.1 0.089
H -2.2047 -3.4875 -3.8876 0.0 0.1 0.0 0.028
H 1.2748 -1.2919 3.8753 0.0 0.1 0.0 0.111
H -1.7838 3.1603 -2.5602 0.0 0.0 0.0 0.080
H -3.6220 -1.1921 5.0766 0.0 0.0 0.0 0.123
H 1.1702 2.6491 -2.4612 0.0 0.0 -0.1 0.078
H 0.5880 -3.1535 5.3559 0.0 0.0 0.0 0.120
H 4.0181 1.9031 2.7002 0.0 0.1 -0.1 0.082
H -0.9318 6.6647 -0.4945 0.0 0.1 0.0 0.141
H 3.6313 -0.5464 1.8661 -0.1 0.0 0.2 0.059
H -2.7472 0.3330 4.8885 0.0 0.0 0.0 0.121
H -2.0832 5.4804 0.1760 0.0 0.0 0.1 0.144
H 4.1942 1.2470 5.6873 0.0 0.0 0.0 0.070
H 0.2794 6.1481 -2.5103 0.0 0.0 0.0 0.136
H -0.3144 -0.7081 -5.9917 0.0 -0.1 0.1 0.038
H -0.6090 -1.0373 5.5496 0.0 0.0 0.0 0.126
H -6.1935 -2.5355 0.1069 0.0 0.0 0.0 0.091
H -5.8795 -1.2774 -1.0976 0.0 0.0 0.0 0.096
H 4.0972 0.0703 4.3663 0.0 0.1 0.0 0.062
H 1.9577 2.6695 -0.8946 0.0 0.0 0.0 0.094
H -5.5011 -2.9721 -1.4697 0.0 0.0 0.0 0.090
H -0.8366 -2.3958 -5.8779 0.0 0.1 0.1 0.042
H 1.4800 -2.8185 3.0055 0.0 0.0 -0.1 0.116
H 4.7444 -0.4792 -1.3575 -0.1 0.0 -0.1 0.102
H -0.5396 -3.7306 4.1110 0.0 0.0 0.1 0.120
H 2.0628 4.7195 0.3367 0.0 0.0 0.0 0.148
H 1.2156 -3.9222 -4.4857 0.1 0.0 0.1 0.030
H -2.6088 3.5057 -1.0505 0.0 0.0 0.0 0.097
H 1.4606 6.2353 -0.3931 0.0 0.1 0.0 0.142
H 5.5304 1.1024 4.5365 -0.1 0.0 0.0 0.072
H -2.6538 -2.7227 -2.3578 -0.1 0.0 -0.2 -0.006
H -3.5880 0.7597 1.2698 0.0 0.0 0.0 0.085
H -3.4834 -2.2621 -3.8580 0.1 0.0 0.0 0.041
H 0.2704 -1.3141 1.6063 0.2 0.2 -0.2 0.053
H 5.0076 -0.0748 -3.7400 0.0 0.0 0.0 0.106
H -1.7723 -2.3526 5.7345 -0.1 0.0 0.0 0.123
H -2.7303 1.4808 2.6313 0.0 0.0 -0.1 0.066
```
Positions in Å, forces in eV/Å.